# C4H10N

A 2-piece molecular cluster, C4H10N overall at a distorted geometry (ωB97M-V/def2-TZVPD, OMol25).

energy relative to the best compared isomer or geometry (same formula, charge and spin)	52.2	kcal/mol
gap between HOMO and LUMO	7.3902	eV
charge	+1

Geometry as XYZ:
```
15
Properties=species:S:1:pos:R:3:mulliken_charge:R:1
C 1.8042 -2.1446 -0.3059 -0.020
N 2.1121 -1.0969 0.3517 -0.134
H 0.9949 -2.7663 0.0628 0.284
H 2.4151 -2.4193 -1.1562 0.306
H 2.7389 -0.3779 -0.0048 0.298
H 1.4517 -0.7722 1.0610 0.300
C -1.9657 2.1793 -0.3483 -1.134
C -0.9891 1.0595 -0.2482 0.246
C -1.1332 0.0117 0.5430 -0.455
H -1.6766 3.0639 0.2057 0.281
H -2.1129 2.4664 -1.3886 0.318
H -2.9452 1.8985 0.0686 0.302
H -0.0709 1.1946 -0.8241 0.225
H -0.5007 -0.8634 0.4761 -0.055
H -2.0847 -0.1071 1.0689 0.239
```